# 1
DFT (wB97M-V/def2-TZVPD) results for one molecule with the formula C4H7NO.

Summary:
LUMO, eV: 0.56
Total charge: 0
SMILES string: CC/C=N/C=O
Frontier orbital gap, eV: 10.52
Energy above the lowest of the compared OMol25 structures with the same formula, charge and spin, eV: 1.471
E, a.u.: -286.5776
HOMO energy, eV: -9.96

Atoms and positions in Å:
C 1.53 -0.28 -0.88
C 0.04 -0.31 -1.26
C -0.61 -0.23 0.08
N -0.97 0.88 0.58
C -1.41 0.85 1.91
O -0.92 1.48 2.81
H 1.63 0.39 -0.02
H 2.18 0.10 -1.68
H 1.88 -1.27 -0.56
H -0.25 -1.23 -1.79
H -0.24 0.55 -1.88
H -0.54 -1.15 0.68
H -2.31 0.21 2.03

Partial charges, Mulliken, in e: number 1, C, carries -1.08; number 2, C, carries -0.26; number 3, C, carries -0.09; number 4, N, carries -0.42; number 5, C, carries 0.13; number 6, O, carries -0.47; number 7, H, carries 0.36; number 8, H, carries 0.30; number 9, H, carries 0.30; number 10, H, carries 0.27; number 11, H, carries 0.28; number 12, H, carries 0.33; number 13, H, carries 0.34

---

# 2
DFT (wB97M-V/def2-TZVPD) results for one molecule with the formula C4H7NO at a distorted geometry.

Summary:
LUMO, eV: 1.03
Total charge: 0
SMILES string: C1OC[C@@H]2N[C@@H]12
Frontier orbital gap, eV: 9.89
Energy above the lowest of the compared OMol25 structures with the same formula, charge and spin, eV: 6.812
E, a.u.: -286.3813
HOMO energy, eV: -8.86

Atoms and positions in Å:
C -1.17 0.46 0.55
O -0.57 -0.38 1.44
C 0.83 -0.55 1.04
C 0.57 -0.53 -0.58
N 0.88 0.20 -1.69
C -0.03 0.77 -0.59
H -1.68 1.35 0.85
H -2.06 -0.15 -0.03
H 1.33 0.26 1.47
H 1.01 -1.54 1.33
H -0.25 -1.30 -0.91
H 0.58 -0.20 -2.66
H 0.57 1.59 -0.21

Partial charges, Mulliken, in e: number 1, C, carries -0.46; number 2, O, carries -0.35; number 3, C, carries -0.49; number 4, C, carries 0.28; number 5, N, carries -0.55; number 6, C, carries -0.36; number 7, H, carries 0.36; number 8, H, carries 0.21; number 9, H, carries 0.34; number 10, H, carries 0.31; number 11, H, carries 0.19; number 12, H, carries 0.29; number 13, H, carries 0.25

---

# 3
DFT (wB97M-V/def2-TZVPD) results for one molecule with the formula C4H7NO at a distorted geometry.

Summary:
LUMO, eV: 1.05
Total charge: 0
SMILES string: O[C@H]1C[C@H]2N[C@@H]12
Frontier orbital gap, eV: 10.40
Energy above the lowest of the compared OMol25 structures with the same formula, charge and spin, eV: 2.962
E, a.u.: -286.5228
HOMO energy, eV: -9.35

Atoms and positions in Å:
O -0.45 -1.98 0.50
C -0.66 -0.83 -0.26
C -0.98 0.48 0.52
C 0.29 1.09 -0.02
N 1.35 0.10 0.28
C 0.56 -0.03 -0.94
H 0.24 -1.76 1.14
H -1.35 -1.10 -1.04
H -1.03 0.40 1.61
H -1.89 0.96 0.15
H 0.56 2.13 -0.12
H 2.26 0.48 0.08
H 1.11 0.07 -1.89

Partial charges, Mulliken, in e: number 1, O, carries -0.54; number 2, C, carries -0.32; number 3, C, carries -0.54; number 4, C, carries -0.29; number 5, N, carries -0.58; number 6, C, carries -0.13; number 7, H, carries 0.36; number 8, H, carries 0.43; number 9, H, carries 0.25; number 10, H, carries 0.27; number 11, H, carries 0.44; number 12, H, carries 0.24; number 13, H, carries 0.42

---

# 4
DFT (wB97M-V/def2-TZVPD) results for one molecule with the formula C4H7NO.

Summary:
LUMO, eV: 1.16
Total charge: 0
SMILES string: C1N[C@H]1[C@H]1CO1
Frontier orbital gap, eV: 10.80
Energy above the lowest of the compared OMol25 structures with the same formula, charge and spin, eV: 3.078
E, a.u.: -286.5185
HOMO energy, eV: -9.63

Atoms and positions in Å:
C -1.75 -0.31 -0.08
N -1.29 0.99 0.39
C -0.53 0.30 -0.64
C 0.78 -0.39 -0.41
C 1.89 0.19 0.34
O 1.04 -0.80 0.92
H -1.53 -1.14 0.60
H -2.70 -0.31 -0.58
H -0.99 0.80 1.34
H -0.62 0.76 -1.62
H 1.02 -1.15 -1.17
H 2.91 -0.14 0.15
H 1.78 1.20 0.75

Partial charges, Mulliken, in e: number 1, C, carries -0.60; number 2, N, carries -0.62; number 3, C, carries 0.02; number 4, C, carries -0.02; number 5, C, carries -0.37; number 6, O, carries -0.43; number 7, H, carries 0.25; number 8, H, carries 0.27; number 9, H, carries 0.30; number 10, H, carries 0.37; number 11, H, carries 0.34; number 12, H, carries 0.27; number 13, H, carries 0.23

---

Copy entry 4 word for word.
DFT (wB97M-V/def2-TZVPD) results for one molecule with the formula C4H7NO.

Summary:
LUMO, eV: 1.16
Total charge: 0
SMILES string: C1N[C@H]1[C@H]1CO1
Frontier orbital gap, eV: 10.80
Energy above the lowest of the compared OMol25 structures with the same formula, charge and spin, eV: 3.078
E, a.u.: -286.5185
HOMO energy, eV: -9.63

Atoms and positions in Å:
C -1.75 -0.31 -0.08
N -1.29 0.99 0.39
C -0.53 0.30 -0.64
C 0.78 -0.39 -0.41
C 1.89 0.19 0.34
O 1.04 -0.80 0.92
H -1.53 -1.14 0.60
H -2.70 -0.31 -0.58
H -0.99 0.80 1.34
H -0.62 0.76 -1.62
H 1.02 -1.15 -1.17
H 2.91 -0.14 0.15
H 1.78 1.20 0.75

Partial charges, Mulliken, in e: number 1, C, carries -0.60; number 2, N, carries -0.62; number 3, C, carries 0.02; number 4, C, carries -0.02; number 5, C, carries -0.37; number 6, O, carries -0.43; number 7, H, carries 0.25; number 8, H, carries 0.27; number 9, H, carries 0.30; number 10, H, carries 0.37; number 11, H, carries 0.34; number 12, H, carries 0.27; number 13, H, carries 0.23